# 1
Formula: C4H4N2
Source: the OMol25 dataset
Level of theory: ωB97M-V/def2-TZVPD

Summary:
Kohn-Sham gap (alpha / beta), eV: 7.411 / 7.410
Multiplicity: 1
E_LUMO (alpha / beta), Eh: -0.0637 / -0.0637
Net charge: 0
ΔE to the lowest compared entry with this formula, charge and spin, kcal/mol: 218.92
Energy, eV: -7183.195

Cartesian coordinates (Å):
1 C 1.84552 0.52340 -0.18350
2 C 0.65799 1.21548 -0.08819
3 C 2.01732 -0.80829 -0.02686
4 C -2.07029 0.35962 -0.04276
5 N 0.71186 -1.13810 0.11710
6 N 0.01835 0.03401 0.12768
7 H 2.90902 -1.35672 -0.12090
8 H -2.10124 -0.39886 -0.72122
9 H -2.36616 0.18238 1.04014
10 H -1.62238 1.38709 -0.10149

---

# 2
Formula: C15H20Cl2F2NO27S2Y
Source: the OMol25 dataset
Level of theory: ωB97M-V/def2-TZVPD

Summary:
Kohn-Sham gap, eV: 1.565
Multiplicity: 1
E_LUMO, Eh: -0.2872
Net charge: 0
ΔE to the lowest compared entry with this formula, charge and spin, kcal/mol: 514.50
Energy, eV: -125809.594

Cartesian coordinates (Å):
1 Y 0.12139 -0.95936 -0.02263
2 Cl 4.56628 -6.56066 0.27371
3 O 3.85779 -5.33777 0.56149
4 O 5.78663 -6.59076 1.00101
5 O 3.63528 -7.59349 0.60885
6 O 4.87344 -6.59399 -1.10259
7 Cl 1.46766 -0.64072 7.01377
8 O 0.99295 -0.61808 5.62898
9 O 1.85522 -2.02200 7.32581
10 O 2.49994 0.30205 7.27631
11 O 0.43145 -0.35376 7.91829
12 N -2.14695 -1.54349 -4.18551
13 S -2.83394 -0.52259 -5.41928
14 O -4.22977 -0.61466 -5.64528
15 O -1.91998 0.12482 -6.39097
16 F -2.97556 0.68489 -4.30940
17 S -2.55199 -2.75810 -5.15203
18 O -2.00983 -2.85926 -6.51723
19 O -3.80637 -3.39561 -4.79586
20 F -1.48070 -3.74682 -4.40070
21 C -6.99030 2.30006 5.26732
22 C -7.78062 2.90961 4.08207
23 O -7.33400 2.18645 2.97739
24 C -6.23372 1.62422 3.29168
25 O -5.44732 1.18370 2.40711
26 O -5.96766 1.61871 4.60194
27 H -7.45585 1.66729 6.02294
28 H -6.49302 3.09582 5.82193
29 H -7.58885 3.98259 4.08831
30 H -8.86605 2.83907 4.15254
31 C 5.33423 -0.74120 -8.45070
32 C 6.63751 -0.97002 -7.73413
33 O 6.29213 -1.12835 -6.32436
34 C 4.91930 -1.12515 -6.24838
35 O 4.26290 -1.15534 -5.20912
36 O 4.39145 -1.08183 -7.51712
37 H 5.39561 -1.34990 -9.35282
38 H 5.04410 0.27048 -8.73428
39 H 7.32097 -0.13515 -7.88901
40 H 7.20845 -1.79881 -8.15274
41 C 8.85848 3.59657 0.23662
42 C 8.36263 4.58006 1.21142
43 O 6.98472 4.20944 1.24480
44 C 6.74242 3.00860 0.71259
45 O 5.66010 2.45369 0.74332
46 O 7.81470 2.60187 0.06867
47 H 9.78378 3.26173 0.70544
48 H 9.14535 3.99403 -0.73694
49 H 8.48610 5.63658 0.97347
50 H 8.77619 4.42542 2.20799
51 C -1.55523 8.61395 2.48828
52 C -2.89552 8.04486 2.60447
53 O -2.86229 6.77935 2.04276
54 C -1.62809 6.47964 1.88280
55 O -1.33410 5.37718 1.48104
56 O -0.84996 7.46395 2.18061
57 H -1.26539 9.04634 3.44595
58 H -1.60446 9.29609 1.63954
59 H -3.58776 8.61370 1.98372
60 H -3.24278 8.08143 3.63702
61 C -5.22246 -8.73446 1.62010
62 C -6.13175 -7.73590 0.86754
63 O -5.56201 -6.47209 0.99099
64 C -4.23823 -6.72556 1.23387
65 O -3.39441 -5.89330 1.22935
66 O -4.01939 -8.03459 1.49015
67 H -5.27907 -9.73794 1.19831
68 H -5.39777 -8.87800 2.68630
69 H -7.12694 -7.80858 1.30619
70 H -6.19880 -8.13680 -0.14384

---

# 3
Formula: C39H39BClF6
Source: the OMol25 dataset
Level of theory: ωB97M-V/def2-TZVPD

Summary:
Kohn-Sham gap, eV: 6.714
Multiplicity: 1
E_LUMO, Eh: 0.0729
Net charge: -1
Energy, eV: -70579.619

Cartesian coordinates (Å):
1 B 6.59309 2.93475 -0.83365
2 C 5.03237 2.39776 -0.96315
3 C 4.68517 0.94492 -0.58623
4 C 5.80074 -0.01337 -0.20146
5 Cl 3.45648 0.94926 0.81753
6 H 6.74988 3.47619 0.26440
7 H 7.42001 2.02946 -0.90309
8 H 6.85874 3.75147 -1.70962
9 H 4.68334 2.54769 -1.98946
10 H 4.39307 3.04767 -0.36962
11 H 4.10876 0.49395 -1.38756
12 H 6.04920 -0.64532 -1.05454
13 H 5.44540 -0.69870 0.56902
14 H 6.69874 0.46603 0.16765
15 F 0.79988 3.37081 -4.67070
16 C 0.68430 3.84206 -3.40845
17 C 1.05225 3.03188 -2.35344
18 C 0.92911 3.51965 -1.06125
19 C 0.44371 4.80163 -0.84183
20 C 0.07798 5.59859 -1.91860
21 C 0.19957 5.12056 -3.21637
22 H 1.42957 2.03648 -2.54256
23 H 1.22072 2.89433 -0.22712
24 H 0.35356 5.17603 0.16324
25 H -0.30477 6.59680 -1.74936
26 H -0.07265 5.72684 -4.07060
27 F 1.36417 -0.33768 -2.75338
28 C 0.16923 -0.92044 -2.94495
29 C -0.95226 -0.12705 -3.09357
30 C -2.18005 -0.74049 -3.29533
31 C -2.27315 -2.12600 -3.33569
32 C -1.13374 -2.90292 -3.17693
33 C 0.10034 -2.29921 -2.98434
34 H -0.85893 0.95026 -3.05022
35 H -3.06883 -0.13468 -3.41772
36 H -3.23445 -2.60097 -3.48689
37 H -1.20437 -3.98035 -3.19960
38 H 1.00210 -2.88464 -2.86209
39 F -0.81226 4.73259 2.02391
40 C -1.48439 3.67131 2.51234
41 C -2.67283 3.30213 1.91533
42 C -3.36065 2.20737 2.41813
43 C -2.85525 1.50497 3.50428
44 C -1.65676 1.89462 4.08701
45 C -0.95953 2.98534 3.58876
46 H -3.04710 3.86622 1.07123
47 H -4.28969 1.89963 1.95837
48 H -3.39419 0.65109 3.89310
49 H -1.26002 1.34700 4.93143
50 H -0.01889 3.30020 4.02049
51 F 1.06867 -2.60744 5.13700
52 C 2.13138 -1.77339 5.22140
53 C 2.48647 -1.02488 4.11746
54 C 3.57468 -0.16986 4.21011
55 C 4.29194 -0.08211 5.39669
56 C 3.91845 -0.84705 6.49346
57 C 2.82625 -1.70005 6.41178
58 H 1.92060 -1.11115 3.19869
59 H 3.85850 0.42569 3.35308
60 H 5.14212 0.58352 5.46305
61 H 4.47863 -0.78209 7.41719
62 H 2.51382 -2.30127 7.25569
63 F -5.79106 0.50939 0.51551
64 C -6.26198 0.44704 -0.74553
65 C -5.88449 -0.61171 -1.54589
66 C -6.37422 -0.67854 -2.84165
67 C -7.22165 0.31208 -3.31996
68 C -7.58493 1.36964 -2.49741
69 C -7.10733 1.44055 -1.19665
70 H -5.21543 -1.36756 -1.15595
71 H -6.09162 -1.50554 -3.47939
72 H -7.59769 0.25940 -4.33294
73 H -8.24189 2.14450 -2.86897
74 H -7.38236 2.25303 -0.53738
75 F -2.16079 -5.86348 -2.14936
76 C -1.25259 -6.26316 -1.23261
77 C -0.82512 -7.57523 -1.23963
78 C 0.11352 -7.97413 -0.29907
79 C 0.60326 -7.06542 0.62942
80 C 0.15637 -5.75111 0.61703
81 C -0.77789 -5.34018 -0.32244
82 H -1.22297 -8.26704 -1.97018
83 H 0.46449 -8.99737 -0.29333
84 H 1.33475 -7.38108 1.36108
85 H 0.53620 -5.04136 1.33939
86 H -1.13277 -4.31836 -0.35652

---

# 4
Formula: C29H49BrN2OP2Re
Source: the OMol25 dataset
Level of theory: ωB97M-V/def2-TZVPD

Summary:
Kohn-Sham gap (alpha / beta), eV: 5.222 / 5.971
Multiplicity: 4
E_LUMO (alpha / beta), Eh: -0.5132 / -0.4881
Net charge: +4
ΔE to the lowest compared entry with this formula, charge and spin, kcal/mol: 95.05
Energy, eV: -126600.081

Cartesian coordinates (Å):
1 N 0.05194 -8.94414 1.35746
2 C 0.62119 -8.28744 2.36523
3 C 0.92119 -6.92698 2.31123
4 C 0.63372 -6.16584 1.15353
5 C -0.00034 -6.88924 0.09726
6 C -0.25498 -8.26954 0.24391
7 C 0.89005 -4.72702 1.11335
8 Re 0.89870 -1.28340 0.39613
9 P -3.79505 4.32512 0.04448
10 C 0.36942 -3.88921 0.14758
11 C -0.45350 -2.74866 0.58714
12 C -1.36085 -2.16034 -0.32995
13 C -1.94443 -0.90320 -0.09688
14 C -1.60652 -0.22627 1.07249
15 C -0.58188 -0.77709 1.94416
16 C -0.38010 -2.19307 1.88314
17 Br -1.97599 1.63572 1.35410
18 H 1.50371 -4.26298 1.88949
19 H 0.08566 -4.24054 -0.84528
20 H 1.35774 -6.45645 3.18484
21 H -0.32960 -6.41786 -0.84029
22 H 0.84717 -8.87185 3.25344
23 H -0.73364 -8.85567 -0.55720
24 H -1.67107 -2.79063 -1.16630
25 H 0.01822 -2.79483 2.70239
26 H -2.51080 -0.41815 -0.88192
27 H -0.33054 -0.20329 2.81415
28 P 0.78179 -0.10135 -1.57762
29 C -4.16335 3.84219 1.80025
30 C -5.49208 4.19792 2.45309
31 H -3.34444 4.27935 2.39297
32 H -4.07585 2.74951 1.75873
33 H -5.45759 3.84251 3.48481
34 H -5.67736 5.27292 2.44897
35 H -6.33989 3.68904 1.99523
36 C -4.07622 2.98799 -1.15839
37 C -4.86982 3.55242 -2.34538
38 H -4.62607 2.18999 -0.64740
39 H -3.09889 2.61375 -1.49094
40 H -5.27271 2.74330 -2.96012
41 H -5.71016 4.17405 -2.01353
42 H -4.23745 4.16977 -2.99192
43 C -2.00048 4.67727 -0.18400
44 C -1.67807 6.13441 0.15561
45 H -1.76915 4.45575 -1.24088
46 H -1.46313 3.95792 0.45715
47 H -0.67534 6.37694 -0.20769
48 H -2.40267 6.81197 -0.31089
49 H -1.69313 6.30893 1.24011
50 C 1.79753 1.42960 -1.78273
51 C 2.66662 1.46063 -3.02775
52 H 2.36956 1.57881 -0.85623
53 H 1.06023 2.24249 -1.81625
54 H 3.56787 0.84529 -2.90942
55 H 2.12697 1.14745 -3.93553
56 H 2.98906 2.49554 -3.19306
57 C -0.69325 0.55599 -2.44768
58 C -1.37271 -0.39746 -3.41787
59 H -0.36136 1.45399 -2.99212
60 H -1.37480 0.93537 -1.67370
61 H -0.65754 -0.80829 -4.14145
62 H -1.89081 -1.21546 -2.91116
63 H -2.12127 0.17789 -3.97660
64 C 1.55981 -1.44572 -2.57648
65 C 2.90297 -1.78497 -1.94437
66 H 1.62959 -1.08513 -3.60520
67 H 0.89274 -2.32302 -2.57431
68 H 2.99340 -2.86066 -1.75604
69 H 3.72693 -1.47758 -2.59701
70 H 3.04260 -1.27877 -0.96160
71 C 5.42304 1.47326 2.38371
72 N 4.32276 0.59512 2.00585
73 C 4.54981 -0.84187 1.93874
74 C 3.13801 1.04882 1.57155
75 C 2.88783 2.52938 1.63325
76 O 2.32160 0.18445 1.09465
77 H 6.30767 0.84380 2.54930
78 H 5.22515 2.03325 3.31332
79 H 5.65552 2.17928 1.57375
80 H 3.83085 -1.40828 2.55457
81 H 4.48525 -1.21502 0.90189
82 H 5.55308 -1.03061 2.30950
83 H 3.58800 3.09481 0.98154
84 H 1.84234 2.73971 1.39792
85 H 3.08754 2.94418 2.63114